Formula: C43H50Cl4F3N7NiO3
Source: the OMol25 dataset
Level of theory: ωB97M-V/def2-TZVPD

The geometry in XYZ format:
```
111
Properties=species:S:1:pos:R:3:forces:R:3:lowdin_charge:R:1
Ni -0.917 -0.411 -2.151 -0.51 -0.12 -0.21 0.6654
C -2.994 1.078 -3.049 1.70 0.08 -0.11 -0.4239
O -2.481 1.027 -1.695 -0.88 0.16 0.85 -0.1710
O -2.217 0.208 -3.705 -0.61 -0.39 -0.12 -0.1846
C -4.518 0.845 -3.063 0.66 -0.02 0.05 -0.5554
F -4.975 0.873 -4.320 -0.11 -0.17 -0.01 0.1511
F -4.887 -0.305 -2.490 -0.17 -0.04 -0.09 0.1544
F -5.135 1.850 -2.400 -0.12 -0.05 0.13 0.1295
C -2.436 2.209 -0.881 0.40 -0.33 0.17 -0.2159
C -3.052 1.899 0.465 0.19 -0.35 0.41 -0.0510
H -2.544 1.024 0.881 -0.18 -0.17 -0.17 0.0599
H -2.892 2.663 1.228 -0.08 0.34 -0.32 0.0543
H -4.120 1.697 0.391 0.01 -0.03 -0.05 0.0827
H -2.926 3.052 -1.367 0.00 -0.06 -0.15 0.1252
H -1.367 2.406 -0.772 -0.05 0.40 0.12 0.1010
H -2.867 2.131 -3.354 -0.15 0.14 -0.31 0.1555
C 0.438 0.360 1.792 -0.25 0.00 -0.75 -0.0849
C 0.394 -0.900 0.917 -0.86 -0.01 -0.24 -0.4428
O 0.035 -0.630 -0.381 0.37 0.36 -0.52 -0.3364
H 0.978 0.195 2.724 0.08 0.17 0.03 0.0549
H -0.567 0.739 1.994 -0.03 -0.23 0.17 0.0578
H 0.896 1.120 1.148 0.40 0.05 0.42 0.0469
H -0.339 -1.597 1.363 0.12 -0.13 0.24 0.0546
H 1.383 -1.386 1.001 0.16 -0.14 -0.10 0.0882
N 3.621 1.850 -0.531 0.66 -0.53 0.75 0.0234
C 4.572 2.601 0.028 -0.49 -0.89 -0.11 -0.1410
C 5.439 2.094 0.979 0.49 0.29 0.12 -0.0629
C 5.343 0.762 1.322 -0.62 -0.62 0.27 -0.0881
C 4.339 -0.021 0.758 -0.19 -0.11 -0.27 -0.0745
C 3.501 0.554 -0.176 0.17 1.43 -0.11 -0.1171
H 4.610 3.629 -0.308 0.10 0.19 0.08 0.1037
H 6.171 2.738 1.450 0.04 -0.03 -0.05 0.1046
H 5.950 0.299 2.088 0.26 0.25 -0.02 0.0875
H 4.160 -1.047 1.049 0.25 -0.01 0.09 0.0897
H 2.652 0.082 -0.655 0.07 -0.55 0.18 0.0884
N 0.096 -1.790 -3.382 0.87 -1.22 -0.94 0.0419
C -0.214 -2.097 -4.657 -1.00 0.49 0.13 -0.1263
C 0.552 -2.871 -5.510 0.07 0.22 0.34 -0.0484
C 1.713 -3.439 -5.019 0.06 -0.62 0.35 -0.0556
C 2.023 -3.249 -3.674 -0.46 0.43 -0.76 -0.0515
C 1.207 -2.399 -2.948 0.37 0.29 1.26 -0.1224
H -1.182 -1.741 -4.995 0.14 0.40 -0.01 0.1076
H 0.213 -3.007 -6.526 0.04 -0.11 -0.02 0.1097
H 2.299 -4.115 -5.630 0.11 0.17 -0.06 0.1098
H 2.879 -3.704 -3.201 0.05 -0.01 -0.02 0.1073
H 1.472 -2.198 -1.913 -0.20 0.16 0.00 0.1055
N -0.895 6.186 1.364 -0.17 0.52 0.67 0.0575
C -1.099 4.913 1.693 0.31 -0.11 -1.32 -0.1556
C -0.171 3.928 1.389 -0.03 -0.30 0.80 -0.0946
C 1.105 4.286 0.987 -0.89 -0.23 -0.17 -0.0682
C 1.321 5.622 0.694 0.86 -0.08 0.29 -0.0686
C 0.299 6.544 0.888 -0.08 -0.71 0.28 -0.1461
H -2.057 4.622 2.106 -0.14 0.28 0.03 0.0961
H -0.419 2.888 1.560 0.06 0.07 0.13 0.0680
H 1.829 3.481 0.931 0.34 0.34 -0.33 0.0913
H 2.322 5.929 0.415 -0.13 0.24 -0.14 0.0985
H 0.468 7.602 0.743 -0.09 0.04 -0.26 0.1013
N -2.450 -1.993 -1.658 -1.20 -0.92 0.35 0.0639
C -3.014 -2.788 -2.580 0.38 0.00 -0.70 -0.1167
C -4.173 -3.542 -2.421 -0.09 0.26 0.52 -0.0486
C -4.855 -3.455 -1.216 0.27 0.26 0.29 -0.0683
C -4.334 -2.602 -0.250 0.19 -0.35 -0.28 -0.0933
C -3.126 -1.978 -0.497 0.41 1.09 0.16 -0.1632
H -2.494 -2.842 -3.527 -0.03 0.10 -0.04 0.0938
H -4.586 -4.146 -3.215 0.32 -0.06 -0.15 0.1080
H -5.724 -4.060 -0.995 -0.18 0.15 -0.22 0.1115
H -4.813 -2.408 0.698 -0.07 -0.24 0.04 0.0916
H -2.703 -1.371 0.294 0.17 0.13 -0.15 0.0801
N 0.488 1.101 -2.844 0.99 0.63 -0.76 0.0539
C 0.611 1.403 -4.158 -0.88 -0.61 -0.76 -0.1239
C 1.358 2.428 -4.685 1.37 -0.10 1.14 -0.0489
C 2.160 3.165 -3.787 -0.88 0.06 -0.94 -0.0545
C 2.120 2.850 -2.455 0.03 0.01 -0.39 -0.0642
C 1.307 1.787 -2.050 -1.20 0.56 0.87 -0.1286
H 0.048 0.787 -4.851 -0.24 -0.04 0.27 0.0998
H 1.520 2.554 -5.745 -0.51 0.03 -0.11 0.1029
H 2.726 3.996 -4.189 0.23 -0.04 0.24 0.1059
H 2.762 3.351 -1.747 -0.47 0.03 -0.13 0.0745
H 1.144 1.574 -0.997 0.38 -0.10 -0.12 0.0789
N 2.223 2.556 5.439 -0.29 -0.07 -0.41 0.0552
C 2.334 3.196 6.601 -0.05 -0.85 -0.13 -0.1576
C 1.338 4.002 7.126 0.28 0.32 0.20 -0.0779
C 0.190 4.178 6.389 -0.51 0.15 -0.76 -0.0796
C 0.065 3.552 5.150 0.24 -0.07 0.44 -0.0616
C 1.104 2.737 4.725 0.17 0.59 0.07 -0.1433
H 3.245 2.941 7.132 0.00 0.40 0.20 0.1028
H 1.487 4.531 8.058 -0.01 -0.12 0.06 0.1015
H -0.610 4.841 6.695 0.09 -0.03 0.28 0.1060
H -0.812 3.714 4.538 0.01 -0.07 -0.05 0.0920
H 1.065 2.301 3.734 0.06 -0.27 0.07 0.0765
N -1.046 -7.478 -1.108 0.16 0.07 0.29 0.0518
C -2.087 -6.896 -0.493 0.30 -0.77 -0.64 -0.1481
C -2.125 -5.565 -0.141 0.17 -0.21 -0.27 -0.0687
C -0.971 -4.821 -0.367 -0.09 0.55 0.61 -0.0816
C 0.130 -5.392 -0.976 -0.23 -0.58 0.00 -0.0586
C 0.034 -6.739 -1.335 -0.33 0.49 -0.44 -0.1529
H -2.912 -7.585 -0.351 -0.24 0.29 0.16 0.1030
H -3.056 -5.141 0.208 0.21 0.18 0.34 0.0880
H -0.929 -3.801 0.004 -0.02 0.14 -0.40 0.0856
H 1.023 -4.831 -1.211 0.00 0.07 0.14 0.0872
H 0.817 -7.196 -1.930 0.13 -0.16 0.21 0.1006
C 2.746 -1.724 4.680 0.65 0.08 -0.19 -1.0653
Cl 4.298 -1.052 4.165 0.44 0.30 0.09 0.5310
Cl 3.022 -3.165 5.683 -0.35 0.19 -0.23 0.4974
H 2.234 -0.960 5.252 -0.12 -0.12 0.03 0.0189
H 2.272 -1.947 3.733 -0.46 -0.38 0.34 -0.0252
C -1.150 -3.570 3.097 0.06 0.60 0.50 -0.9559
Cl -2.750 -2.903 2.727 0.11 -0.18 0.09 0.5716
Cl -0.353 -2.594 4.382 -0.34 -0.40 -0.35 0.5448
H -1.270 -4.581 3.461 0.04 -0.03 -0.02 0.0316
H -0.534 -3.492 2.212 0.01 -0.12 -0.01 -0.0103
```
Forces are in eV/Å.

Calculated values
total energy: -5926.19468 hartree
energy above the lowest of the compared OMol25 structures with the same formula, charge and spin: 0.550 eV
spin multiplicity: 3
gap between HOMO and LUMO (spin up / spin down): 0.306 / 0.303 Ha